1.
Computed, not measured: one molecule with the formula C4H4S2 at a distorted geometry, with wB97M-V/def2-TZVPD.

The geometry in XYZ format:
```
10
Properties=species:S:1:pos:R:3:mulliken_charge:R:1
C 0.0479 -1.6716 0.3610 -0.45
C 0.7562 0.2012 -1.0032 0.24
C -0.6297 -0.4289 0.7717 -0.30
C -0.0487 0.8035 0.0764 -0.68
S 1.1393 -1.4878 -0.8185 0.04
S 0.9994 0.9929 -2.3642 -0.25
H -1.6586 -0.6735 0.8863 0.50
H -0.1837 -0.4337 1.7895 0.22
H 0.4312 1.4665 0.7016 0.43
H -0.8533 1.2313 -0.4005 0.26
```

Results
LUMO level = -0.66 eV
frontier orbital gap = 7.60 eV
energy = -951.05753 Eh
E_HOMO = -8.26 eV
2S+1 = 1
energy above the lowest of the compared OMol25 structures with the same formula, charge and spin = 72.1 kcal/mol

---

2.
Computed, not measured: C19H63O13V as an isolated structure at a distorted geometry, with wB97M-V/def2-TZVPD.

The geometry in XYZ format:
```
96
Properties=species:S:1:pos:R:3:mulliken_spin:R:1
V 0.0187 3.9093 -0.0665 2.58
C 0.7084 -0.4566 -0.4654 0.00
C 0.1571 0.5873 0.4891 0.00
O 0.1669 1.9012 0.0213 -0.56
H 1.7703 -0.3166 -0.6628 0.00
H 0.1397 -0.5238 -1.3933 -0.01
H 0.5280 -1.4197 0.0173 0.00
H 0.7834 0.5744 1.3927 -0.05
H -0.8269 0.2293 0.8151 0.00
C 0.6212 -4.1753 -0.9536 0.00
C 0.3453 -5.6850 -0.9204 0.00
O 1.5698 -6.3587 -0.6597 0.00
H 0.9380 -3.8220 0.0324 0.00
H -0.2601 -3.6008 -1.2449 0.00
H 1.4503 -3.9607 -1.6285 0.00
H -0.0992 -5.9578 -1.8804 0.00
H -0.3744 -5.9124 -0.1311 0.00
H 1.3402 -7.0933 -0.0830 0.00
C -3.0095 -3.5512 -0.2736 0.00
C -2.3799 -2.5709 0.7001 0.00
O -2.6218 -3.0284 2.0256 0.00
H -2.6517 -4.5758 -0.2184 0.00
H -2.9170 -3.1689 -1.2977 0.00
H -4.0891 -3.5708 -0.1038 0.00
H -2.8053 -1.5851 0.4792 0.00
H -1.2905 -2.5328 0.5593 0.00
H -1.7682 -3.0961 2.4845 0.00
C 2.2938 2.1829 -3.1192 0.00
C 0.9763 2.9748 -3.1426 0.00
O 0.9401 3.9223 -2.0622 0.00
H 3.1129 2.8456 -3.4185 0.00
H 2.2790 1.3789 -3.8550 0.00
H 2.5580 1.7922 -2.1379 0.00
H 0.1779 2.2349 -3.0925 0.00
H 0.8721 3.4501 -4.1172 0.00
H 1.5702 4.6166 -2.3001 0.00
C -3.6937 0.0923 -1.5343 0.00
C -3.9174 0.8611 -2.8387 0.00
O -2.8829 1.8115 -3.0937 0.00
H -2.6929 -0.3551 -1.5221 0.00
H -4.3810 -0.7517 -1.4762 0.00
H -3.7493 0.7730 -0.6880 0.00
H -4.8559 1.4191 -2.7869 0.00
H -4.0358 0.1537 -3.6622 0.00
H -2.3288 1.3378 -3.7444 0.00
C 3.3841 -0.0798 2.4131 -0.01
C 3.2140 0.2102 3.9043 0.00
O 3.4716 1.5633 4.2067 0.00
H 4.3767 -0.4572 2.1805 0.00
H 3.0833 0.8035 1.8424 0.00
H 2.7186 -0.8917 2.1050 0.00
H 3.9144 -0.4747 4.3918 0.00
H 2.1963 -0.0493 4.2135 0.00
H 3.3973 1.7220 5.1521 0.00
C 2.8192 -1.5024 -3.4805 0.00
O 3.0631 -1.1735 -4.8344 0.00
H 3.1133 -2.5217 -3.2272 0.00
H 3.2584 -0.7700 -2.7910 0.00
H 1.7474 -1.4077 -3.2836 0.00
H 4.0032 -1.3171 -4.9915 0.00
C -2.6183 -0.1472 3.9013 0.00
O -3.1142 1.2033 3.9376 0.00
H -2.6500 -0.5473 4.9140 0.00
H -3.2636 -0.7527 3.2598 0.00
H -1.6330 -0.2100 3.4449 0.00
H -4.0644 1.1349 4.0690 0.00
C -0.6287 -0.4558 -4.5680 0.00
O -1.7579 0.1667 -5.1408 0.00
H 0.2963 -0.0766 -4.9983 0.00
H -0.5955 -0.3064 -3.4791 0.00
H -0.6615 -1.5418 -4.6793 0.00
H -2.4679 -0.4602 -5.2958 0.00
C 3.2025 3.3172 0.2437 0.01
O 2.2488 4.4046 0.1345 -0.01
H 2.7152 2.3495 0.1459 0.01
H 3.9433 3.4307 -0.5460 0.00
H 3.6585 3.3065 1.2348 0.00
H 2.6655 5.1751 0.5402 0.00
C 0.4671 -2.3089 3.7751 0.00
O -0.6686 -3.1259 4.0233 0.00
H 0.2252 -1.3082 4.1352 0.00
H 1.2602 -2.6287 4.4545 0.00
H 0.8007 -2.2501 2.7378 0.00
H -0.4021 -4.0409 4.1618 0.00
C -2.8245 2.7687 1.0388 0.00
O -1.9669 3.9364 0.9072 0.01
H -3.4311 2.8416 1.9426 0.00
H -3.5222 2.6708 0.2072 0.00
H -2.2332 1.8667 1.1628 0.01
H -2.6040 4.6498 1.0680 0.00
C 0.8976 3.4231 2.9356 0.02
O 0.3827 4.4123 1.9894 -0.01
H 1.6970 2.7911 2.5554 0.00
H 1.2821 3.8417 3.8632 0.00
H 0.0172 2.8020 3.1295 -0.01
H -0.0995 5.0350 2.5510 0.00
```

Results
LUMO level (spin up / spin down) = -8.99 / -6.78 eV
frontier orbital gap (spin up / spin down) = 4.83 / 7.05 eV
net charge = +2
energy = -2683.08012 Eh
E_HOMO (spin up / spin down) = -13.82 / -13.82 eV
2S+1 = 3

---

3.
Computed, not measured: C30H45F5P2SSc as an isolated structure at a distorted geometry, with wB97M-V/def2-TZVPD.

The geometry in XYZ format:
```
84
Properties=species:S:1:pos:R:3:mulliken_charge:R:1
Sc -0.0572 0.1314 -0.3872 -0.26
C 1.8415 -1.0980 -1.2926 0.38
C 1.4871 0.0532 -2.0708 0.86
C 2.4143 0.7763 -0.0689 0.85
C 2.4530 -0.6418 -0.0864 0.69
C 1.8122 1.2239 -1.2884 0.37
C 1.7910 -2.4989 -1.7795 -1.47
H 0.9377 -2.6482 -2.4533 0.19
H 1.7109 -3.2213 -0.9587 0.30
H 2.6966 -2.7469 -2.3570 0.35
C 3.2396 -1.4798 0.8485 -1.12
H 3.2016 -2.5423 0.5786 0.50
H 2.8409 -1.3827 1.8668 -0.20
H 4.3043 -1.1856 0.8888 0.33
C 3.1469 1.6414 0.8801 -1.52
H 4.1837 1.8361 0.5582 0.31
H 3.1866 1.1973 1.8786 0.24
H 2.6504 2.6119 0.9764 0.32
C 1.7073 2.6246 -1.7657 -1.51
H 2.5604 2.8787 -2.4156 0.29
H 1.6895 3.3424 -0.9368 0.34
H 0.7915 2.7664 -2.3622 0.29
C 1.0200 0.0421 -3.4652 -0.87
H 1.8703 -0.0872 -4.1484 0.38
H 0.5153 0.9762 -3.7133 0.11
H 0.3131 -0.7716 -3.6507 0.12
C -2.8608 -0.1697 -1.7017 -0.19
C -2.0346 -0.6805 -2.6397 0.68
C -2.2893 -0.5027 -4.1111 -1.52
C -1.9832 0.9020 -4.7219 -1.50
C -1.6101 1.9989 -3.7637 -0.48
C -2.4653 2.4696 -2.8450 -0.26
C -3.8834 1.9751 -2.7540 -1.37
C -4.1033 0.5893 -2.0864 -1.77
H -3.3334 -0.7567 -4.3562 0.42
H -2.8659 1.2097 -5.3053 0.62
H -1.6758 -1.2346 -4.6560 0.49
H -4.7271 -0.0197 -2.7694 0.53
H -2.8012 -0.4292 -0.6343 0.32
H -1.2798 -1.4410 -2.3986 0.74
H -4.7178 0.7431 -1.1828 0.47
H -4.4667 2.7211 -2.1952 0.44
H -2.2481 3.3669 -2.2707 0.80
H -4.3198 1.9340 -3.7649 0.40
H -1.1657 0.7854 -5.4508 0.27
H -0.6944 2.5429 -4.0023 1.09
P -0.9292 -2.3459 0.8177 1.24
C 0.1571 -3.5724 1.6382 -0.67
H -0.4204 -4.4455 1.9655 0.55
H 0.6372 -3.1220 2.5097 -0.13
H 0.9430 -3.9084 0.9573 0.29
C -2.2703 -2.2261 2.0576 -1.28
H -2.5570 -3.2173 2.4375 0.46
H -3.1500 -1.7535 1.6047 0.39
H -1.9359 -1.6027 2.8956 0.31
C -1.7105 -3.4362 -0.4308 -1.35
H -2.5429 -2.9112 -0.9126 0.31
H -2.0765 -4.3723 0.0160 0.52
H -0.9777 -3.6789 -1.2128 0.30
P -1.1957 2.2060 1.1476 1.66
C -0.8662 3.7672 0.2651 -1.18
H -1.5870 4.5491 0.5408 0.48
H -0.9233 3.5968 -0.8169 0.04
H 0.1500 4.1151 0.4999 0.32
C -3.0133 2.0871 1.0080 -1.16
H -3.3355 2.2022 -0.0314 0.01
H -3.5107 2.8424 1.6297 0.60
H -3.3289 1.0942 1.3492 0.25
C -1.0203 2.7631 2.8836 -1.19
H -1.6136 3.6650 3.0799 0.50
H 0.0292 2.9724 3.1063 0.14
H -1.3280 1.9721 3.5717 0.42
F 4.9036 -0.1814 6.7928 -0.29
C 3.8978 -0.1812 5.8968 0.65
C 3.2778 -1.3688 5.5280 0.14
F 3.6772 -2.5325 6.0798 -0.29
C 2.2520 -1.3575 4.5917 0.13
F 1.6451 -2.5370 4.3015 -0.43
C 1.8028 -0.1773 3.9526 -0.30
S 0.5435 -0.1816 2.7600 0.45
C 2.4425 1.0099 4.3861 -0.58
F 2.0340 2.2121 3.8789 -0.37
C 3.4696 1.0195 5.3291 -0.07
F 4.0488 2.1803 5.6878 -0.29
```

Results
LUMO level = -3.24 eV
frontier orbital gap = 6.50 eV
net charge = +1
energy = -3510.85127 Eh
E_HOMO = -9.74 eV
2S+1 = 1
energy above the lowest of the compared OMol25 structures with the same formula, charge and spin = 0.0 kcal/mol

---

> Which of these has the highest energy?

C4H4S2